The following is a DFT calculation (ωB97M-V/def2-TZVPD) of a structure of composition C21H34BNO3P2Sn at a distorted geometry.

Geometry (Å):
Sn: 0.13 -0.12 0.09
P: 2.68 -0.12 -0.11
P: -2.56 0.29 0.32
N: -0.15 0.36 -1.93
H: 1.10 -1.84 1.52
C: 3.16 -1.63 -0.99
H: 4.26 -1.72 -0.96
H: 2.82 -1.57 -2.04
H: 2.70 -2.51 -0.52
C: 3.54 -0.12 1.48
H: 4.61 -0.26 1.28
H: 3.17 -0.94 2.10
H: 3.37 0.82 2.01
C: 3.30 1.28 -1.08
H: 4.40 1.27 -1.06
H: 2.93 2.23 -0.66
H: 2.95 1.20 -2.12
C: -3.34 -1.09 -0.57
H: -4.43 -1.06 -0.42
H: -2.94 -2.04 -0.20
H: -3.11 -1.00 -1.64
C: -3.27 0.21 1.99
H: -4.36 0.11 1.89
H: -3.03 1.12 2.54
H: -2.87 -0.66 2.53
C: -3.25 1.79 -0.43
H: -4.35 1.78 -0.33
H: -2.97 1.84 -1.49
H: -2.84 2.67 0.08
C: -0.10 1.38 -2.75
C: 0.01 2.17 -5.10
C: -0.07 1.14 -4.18
C: -0.07 2.78 -2.35
C: 0.01 3.80 -3.29
C: 0.05 3.51 -4.67
H: 0.05 1.94 -6.17
H: -0.10 0.09 -4.50
H: -0.11 3.00 -1.28
H: 0.04 4.84 -2.96
H: 0.12 4.32 -5.40
C: 0.17 -2.52 1.55
O: -0.55 -2.04 0.43
C: 0.44 -3.99 1.30
H: 0.68 -4.52 2.23
H: 1.27 -4.13 0.60
H: -0.45 -4.47 0.87
C: -0.54 -2.27 2.87
H: -1.61 -2.51 2.81
H: -0.43 -1.24 3.22
H: -0.10 -2.91 3.65
O: 0.86 1.07 2.98
B: 0.06 1.38 1.82
O: -0.78 2.48 2.19
C: -0.54 2.75 3.51
C: -1.31 3.50 4.37
C: -1.06 3.36 5.74
C: -0.04 2.53 6.21
C: 0.76 1.80 5.33
C: 0.47 1.90 3.98
H: -2.09 4.14 3.98
H: -1.67 3.92 6.45
H: 0.15 2.45 7.28
H: 1.56 1.14 5.66

Results
strongest force on any atom	0.0857	Eh/bohr
highest occupied orbital energy	-5.39	eV
gap between HOMO and LUMO	5.46	eV
charge	0
LUMO level	0.074	eV
energy relative to the best compared isomer or geometry (same formula, charge and spin)	17.03	kcal/mol

Listed below, in e, are the Mulliken charges computed for each atom: 1.012, 1.064, 0.979, -0.924, -1.183, -1.030, 0.430, 0.311, 0.109, -1.254, 0.508, 0.312, 0.280, -1.201, 0.449, 0.314, 0.317, -1.181, 0.440, 0.238, 0.299, -1.072, 0.487, 0.195, 0.180, -1.273, 0.450, 0.317, 0.261, -0.046, -0.397, -0.560, 0.321, -0.712, -0.415, 0.330, 0.345, 0.316, 0.348, 0.322, 2.388, -0.701, -1.517, 0.400, 0.292, 0.306, -1.330, 0.195, 0.011, 0.551, -0.439, 0.577, -0.449, 0.472, -0.892, -0.476, -0.469, -0.942, 0.645, 0.472, 0.376, 0.370, 0.473

The following is a DFT calculation (ωB97M-V/def2-TZVPD) of an isolated molecule of C5H11NO at a distorted geometry.

Geometry (Å):
C: 1.35 1.38 -0.10
C: 0.71 0.05 -0.41
C: 0.89 -1.09 0.61
C: -0.75 -1.28 0.41
O: -0.98 -2.46 -0.33
N: -0.72 -0.04 -0.27
C: -1.62 1.07 -0.23
H: 1.15 1.68 0.94
H: 2.43 1.32 -0.24
H: 0.97 2.16 -0.77
H: 1.01 -0.26 -1.43
H: 1.67 -1.82 0.28
H: 1.23 -0.73 1.58
H: -1.63 -1.27 1.10
H: -0.09 -2.79 -0.48
H: -1.23 1.91 0.37
H: -1.81 1.44 -1.24
H: -2.57 0.76 0.21

Results
strongest force on any atom	0.0264	Eh/bohr
highest occupied orbital energy	-8.15	eV
gap between HOMO and LUMO	9.20	eV
SMILES	C[C@H]1C[C@H](O)N1C
charge	0
LUMO level	1.051	eV
energy relative to the best compared isomer or geometry (same formula, charge and spin)	59.26	kcal/mol

Listed below, in e, are the Mulliken charges computed for each atom: -1.654, 0.447, -0.970, -0.108, -0.532, 0.118, -0.839, 0.375, 0.399, 0.371, 0.212, 0.338, 0.247, 0.392, 0.305, 0.325, 0.261, 0.314